The following is a DFT calculation (ωB97M-V/def2-TZVPD) of 2 unconnected molecules or ions with the total composition H6N3P.

Output
2S+1: 1
ΔE to the lowest compared entry with this formula, charge and spin, kcal/mol: 47.0
Highest occupied orbital energy, Eh: -0.28737
LUMO, eV: 0.677
Frontier orbital gap, hartree: 0.3123
Strongest force on any atom, hartree/bohr: 0.1089

Cartesian coordinates (Å):
N: 1.67382 -0.10490 -0.28376
N: -1.07049 1.43231 0.10414
N: -1.28424 -1.21760 0.13664
P: -0.80483 0.13682 -0.85511
H: 2.08563 -0.50916 -1.16254
H: 2.01446 0.91892 -0.48602
H: -0.67870 1.19239 0.99463
H: -0.50310 2.19505 -0.32240
H: -1.19371 -1.33531 1.12023
H: -1.37225 -1.96538 -0.41769